Record 1
This record from the Open Molecules 2025 dataset describes a 2-piece molecular cluster, C6H16 overall in a non-equilibrium geometry. The level of theory is the ωB97M-V functional and the def2-TZVPD basis.

Values from the calculation:
**2S+1**: 2
**Kohn-Sham gap (spin up / spin down)**: 11.5 / 3.7 eV
**Energy relative to the best compared isomer or geometry (same formula, charge and spin)**: 120.96 kJ/mol
**HOMO energy (spin up / spin down)**: -14.561 / -14.549 eV
**Net charge**: +1

Last column: Löwdin spin population.
Atoms and positions in Å:
C  0.980  -1.357  0.034  0.010
C  1.173  -1.724  1.526  0.004
C  0.631  -2.662  -0.773  0.002
H  1.906  -1.033  -0.430  0.000
H  0.115  -0.676  -0.009  0.004
H  1.983  -1.188  1.992  0.000
H  0.216  -1.806  2.055  0.000
H  1.178  -2.904  -1.687  0.000
H  1.414  -2.801  1.554  0.002
H  -0.425  -2.659  -1.025  0.000
H  0.818  -3.568  -0.196  0.001
C  -0.908  2.005  -0.813  0.287
C  0.371  2.161  0.183  0.262
C  -2.229  1.720  -0.201  0.164
H  -1.025  2.899  -1.430  0.008
H  -0.611  1.036  -1.297  0.072
H  0.554  1.221  0.733  0.006
H  0.305  3.015  0.838  0.028
H  -2.756  2.483  0.407  0.046
H  -2.934  1.631  -1.075  0.093
H  1.219  2.198  -0.492  0.007
H  -2.268  0.778  0.349  0.003

---

Record 2
This record from the Open Molecules 2025 dataset describes C34H32BrCsN5O4 as an isolated structure. The level of theory is the ωB97M-V functional and the def2-TZVPD basis.

Values from the calculation:
**Kohn-Sham gap**: 5.4 eV
**Energy relative to the best compared isomer or geometry (same formula, charge and spin)**: 13.36 kJ/mol
**HOMO energy**: -3.600 eV
**Net charge**: -1

Last column: Mulliken charge in e.
Atoms and positions in Å:
Cs  -2.464  1.366  -0.464  1.389
C  2.463  1.540  1.520  -0.802
O  3.042  0.339  2.051  -0.379
C  3.851  -0.386  1.234  0.736
C  5.081  -0.769  1.764  -0.553
C  5.985  -1.523  1.038  -0.483
C  5.657  -1.906  -0.256  -0.659
C  4.424  -1.563  -0.777  -0.841
C  3.486  -0.820  -0.051  0.159
N  2.284  -0.500  -0.697  0.310
C  0.972  -0.467  -0.224  -0.235
N  0.818  -1.011  0.998  0.078
C  -0.244  -0.976  1.963  -0.595
C  -1.420  -0.244  1.806  -0.487
C  -2.278  -0.315  2.918  -0.191
C  -2.021  -1.050  4.072  -0.643
C  -0.843  -1.781  4.165  -0.380
C  0.048  -1.732  3.107  0.478
O  1.241  -2.455  3.134  -0.537
C  2.045  -2.233  4.281  -0.875
N  0.009  -0.059  -0.988  0.131
C  0.270  0.497  -2.240  -1.032
C  -0.306  -0.094  -3.374  -0.298
C  -0.074  0.397  -4.650  -0.600
C  0.707  1.529  -4.832  -0.666
C  1.252  2.161  -3.723  -0.296
C  1.033  1.666  -2.443  0.728
O  1.614  2.283  -1.368  -0.321
C  1.073  3.568  -1.030  -1.040
H  2.951  2.394  1.993  0.503
H  1.401  1.543  1.763  0.176
H  2.582  1.601  0.439  0.367
H  5.308  -0.426  2.766  0.439
H  6.937  -1.798  1.474  0.389
H  6.350  -2.486  -0.853  0.379
H  4.150  -1.885  -1.775  0.435
H  2.346  -0.427  -1.700  0.276
H  1.628  -1.486  1.361  0.321
H  -3.216  0.247  2.892  0.306
H  -2.726  -1.060  4.898  0.364
H  -0.614  -2.373  5.042  0.282
H  3.016  -2.685  4.080  0.252
H  1.616  -2.699  5.171  0.348
H  2.176  -1.165  4.464  0.316
H  -0.934  -0.964  -3.219  0.484
H  -0.517  -0.101  -5.505  0.401
H  0.896  1.918  -5.824  0.386
H  1.861  3.050  -3.835  0.492
H  1.762  4.016  -0.316  0.275
H  0.088  3.488  -0.567  0.303
H  1.000  4.212  -1.909  0.463
N  -3.648  -6.751  -1.679  -0.296
C  -4.204  -5.815  -2.489  0.268
O  -4.859  -6.121  -3.466  -0.647
C  -3.965  -4.372  -2.124  1.072
C  -4.523  -3.401  -2.942  -0.447
C  -4.320  -2.067  -2.629  -0.533
N  -3.615  -1.664  -1.573  -0.150
C  -3.079  -2.595  -0.791  -0.539
C  -3.228  -3.955  -1.027  -0.578
H  -3.822  -7.715  -1.900  0.231
H  -3.136  -6.523  -0.849  0.166
H  -5.099  -3.704  -3.806  0.464
H  -4.739  -1.285  -3.253  0.395
H  -2.498  -2.230  0.054  0.323
H  -2.755  -4.648  -0.343  0.236
Br  -0.518  8.382  2.159  -0.282
C  -1.256  6.770  1.419  0.338
C  -1.566  6.720  0.074  -0.584
C  -2.093  5.529  -0.436  -0.617
C  -2.328  4.361  0.318  -0.681
C  -1.985  4.509  1.678  0.100
C  -1.463  5.678  2.240  -0.637
H  -1.405  7.584  -0.562  0.363
H  -2.322  5.533  -1.503  0.285
H  -2.124  3.668  2.361  0.332
H  -1.217  5.736  3.295  0.365

---

Record 3
This record from the Open Molecules 2025 dataset describes a 4-piece molecular cluster, C62H60FI3NO7 overall in a non-equilibrium geometry. The level of theory is the ωB97M-V functional and the def2-TZVPD basis.

Values from the calculation:
**Kohn-Sham gap**: 7.0 eV
**HOMO energy**: -10.988 eV
**Net charge**: +1

Last column: Mulliken charge in e.
Atoms and positions in Å:
C  2.417  1.573  3.679  -1.061
C  1.100  1.001  2.998  -0.316
C  1.073  -0.570  2.919  -1.017
C  1.147  -1.121  1.440  -0.376
C  2.289  -0.381  0.662  -1.386
C  2.887  -1.130  -0.568  3.646
C  3.498  -0.345  -1.789  -0.486
C  3.387  1.217  -1.782  -1.068
C  1.912  1.751  -1.970  -1.004
I  4.481  2.240  -0.209  0.011
C  1.976  -2.272  -1.198  -1.244
C  0.800  -1.814  -2.156  -1.061
C  -0.544  -2.538  -1.874  0.335
C  -0.466  -4.106  -1.986  -1.105
F  -1.120  -2.107  -0.687  -0.369
C  3.060  -3.166  -1.914  -0.479
N  4.168  -3.017  -1.276  1.052
C  5.446  -3.668  -1.667  -0.309
C  5.365  -4.410  -3.034  -1.141
C  5.270  -3.419  -4.268  -0.611
I  7.166  -3.040  -5.220  0.125
C  4.022  -2.128  -0.071  -1.934
I  5.881  -1.242  0.701  0.298
C  3.677  -3.194  1.054  -0.527
C  3.895  -2.761  2.551  -0.744
O  2.938  -3.507  3.348  -0.548
H  2.980  0.773  4.209  0.257
H  3.078  2.092  2.954  0.165
H  2.145  2.311  4.469  0.339
H  0.275  1.295  3.688  0.365
H  0.896  1.520  2.040  0.325
H  1.889  -0.959  3.560  0.233
H  0.090  -0.897  3.330  0.455
H  1.227  -2.224  1.474  0.100
H  0.175  -0.850  0.975  0.609
H  1.894  0.629  0.422  0.302
H  3.142  -0.176  1.355  0.305
H  4.590  -0.570  -1.882  0.277
H  3.080  -0.656  -2.781  0.382
H  3.900  1.542  -2.717  0.769
H  1.156  1.143  -1.437  0.245
H  1.701  1.636  -3.062  0.329
H  1.829  2.830  -1.746  0.394
H  1.442  -2.949  -0.499  0.099
H  0.679  -0.716  -2.214  0.007
H  1.107  -2.140  -3.183  0.506
H  -1.240  -2.217  -2.684  0.411
H  0.453  -4.443  -2.503  0.240
H  -1.363  -4.431  -2.553  0.357
H  -0.562  -4.503  -0.955  0.314
H  2.825  -3.759  -2.811  0.529
H  6.230  -2.881  -1.774  0.389
H  5.812  -4.337  -0.857  0.331
H  6.340  -4.935  -3.154  0.508
H  4.540  -5.152  -3.028  0.346
H  4.529  -3.865  -4.970  0.421
H  4.804  -2.462  -3.930  0.146
H  2.660  -3.629  0.988  0.458
H  4.379  -4.048  0.881  0.341
H  3.683  -1.701  2.769  0.236
H  4.889  -3.085  2.934  0.508
H  2.888  -4.389  2.970  0.361
C  -1.595  7.765  -2.362  -0.533
C  -1.673  8.971  -3.054  -0.472
C  -0.805  9.227  -4.106  -0.569
C  0.153  8.282  -4.463  0.326
C  0.246  7.083  -3.754  0.177
C  -0.638  6.823  -2.710  -0.549
C  1.292  6.087  -4.091  0.459
O  1.371  5.038  -3.476  -0.656
C  2.244  6.395  -5.186  0.084
C  3.268  5.496  -5.478  -0.477
C  4.156  5.769  -6.509  -0.595
C  4.021  6.934  -7.257  -0.423
C  3.007  7.835  -6.967  -0.662
C  2.122  7.572  -5.924  0.414
C  1.063  8.559  -5.600  0.504
O  0.947  9.578  -6.252  -0.667
H  -2.279  7.563  -1.547  0.404
H  -2.412  9.710  -2.773  0.397
H  -0.871  10.163  -4.645  0.473
H  -0.578  5.889  -2.167  0.466
H  3.375  4.587  -4.901  0.620
H  4.955  5.071  -6.731  0.398
H  4.711  7.142  -8.066  0.396
H  2.908  8.742  -7.548  0.479
C  -2.326  5.552  7.383  -0.529
C  -2.720  5.711  8.708  -0.474
C  -2.423  4.732  9.645  -0.585
C  -1.739  3.583  9.258  0.273
C  -1.365  3.413  7.924  0.162
C  -1.650  4.406  6.990  -0.507
C  -0.679  2.173  7.486  0.438
O  -0.347  2.024  6.323  -0.623
C  -0.411  1.113  8.488  0.017
C  0.181  -0.081  8.082  -0.485
C  0.449  -1.074  9.014  -0.632
C  0.134  -0.875  10.356  -0.400
C  -0.461  0.310  10.763  -0.711
C  -0.743  1.303  9.829  0.435
C  -1.411  2.552  10.271  0.529
O  -1.689  2.724  11.442  -0.666
H  -2.551  6.321  6.654  0.405
H  -3.258  6.601  9.011  0.400
H  -2.726  4.862  10.676  0.470
H  -1.350  4.283  5.957  0.467
H  0.431  -0.238  7.041  0.731
H  0.904  -2.003  8.696  0.410
H  0.350  -1.648  11.083  0.394
H  -0.708  0.459  11.807  0.481
C  -9.745  -8.020  -2.619  -0.476
C  -9.830  -7.818  -3.994  -0.474
C  -8.927  -6.980  -4.632  -0.559
C  -7.942  -6.329  -3.894  0.214
C  -7.872  -6.513  -2.512  0.189
C  -8.769  -7.369  -1.879  -0.557
C  -6.859  -5.790  -1.705  0.521
O  -6.793  -5.952  -0.501  -0.660
C  -5.931  -4.858  -2.392  0.253
C  -5.011  -4.129  -1.642  -0.801
C  -4.131  -3.264  -2.276  -0.358
C  -4.158  -3.132  -3.663  -0.617
C  -5.076  -3.852  -4.413  -0.626
C  -5.971  -4.710  -3.779  0.228
C  -6.971  -5.449  -4.588  0.584
O  -6.996  -5.330  -5.798  -0.661
H  -10.445  -8.682  -2.125  0.406
H  -10.600  -8.318  -4.569  0.400
H  -8.993  -6.829  -5.702  0.470
H  -8.710  -7.524  -0.809  0.469
H  -4.985  -4.232  -0.565  0.491
H  -3.420  -2.693  -1.690  0.665
H  -3.465  -2.461  -4.158  0.386
H  -5.099  -3.743  -5.490  0.481

---

Record 4
This record from the Open Molecules 2025 dataset describes a 15-piece molecular cluster, C5H39NO15 overall in a non-equilibrium geometry. The level of theory is the ωB97M-V functional and the def2-TZVPD basis.

Values from the calculation:
**Kohn-Sham gap**: 8.9 eV
**Energy relative to the best compared isomer or geometry (same formula, charge and spin)**: 591.11 kJ/mol
**HOMO energy**: -8.923 eV
**Net charge**: 0

Last column: Mulliken charge in e.
Atoms and positions in Å:
O  -0.276  1.241  1.668  -0.676
C  0.443  1.230  0.684  -0.403
C  1.722  0.540  0.628  0.589
C  2.517  0.649  -0.738  -0.622
C  3.542  -0.539  -0.904  -0.563
C  2.790  -2.714  -1.483  -0.961
N  2.925  -1.399  -2.031  -0.272
H  0.060  1.748  -0.193  0.372
H  2.442  0.940  1.467  -0.072
H  1.453  -0.540  0.903  0.152
H  3.028  1.622  -0.764  0.462
H  1.822  0.610  -1.587  0.140
H  4.498  -0.257  -1.448  0.318
H  3.501  -1.059  0.118  0.376
H  2.733  -3.549  -2.267  0.322
H  3.748  -3.165  -1.095  0.337
H  2.065  -2.780  -0.653  0.287
H  2.094  -0.929  -2.349  0.193
H  -2.108  -1.324  2.452  0.353
H  -1.015  -0.333  2.107  0.296
O  -1.212  -1.295  2.091  -0.629
H  -2.482  -3.384  -1.754  0.293
H  -3.198  -2.140  -2.525  0.343
O  -3.316  -2.933  -2.000  -0.638
H  3.224  3.612  2.207  0.307
H  3.958  2.326  1.944  0.310
O  3.567  3.059  1.486  -0.611
H  -1.406  3.762  -3.458  0.313
H  -1.188  4.110  -2.030  0.317
O  -0.977  4.427  -2.920  -0.623
H  -4.530  -0.229  3.087  0.320
H  -4.397  -1.507  2.118  0.328
O  -4.021  -1.033  2.874  -0.691
H  0.551  -3.854  1.432  0.303
H  1.411  -4.523  0.333  0.347
O  1.454  -3.937  1.130  -0.642
H  3.303  1.609  4.018  0.314
H  3.336  0.067  4.091  0.282
O  3.631  0.834  3.533  -0.643
H  -2.117  -0.036  -3.721  0.265
H  -0.809  -0.717  -3.832  0.369
O  -1.741  -0.839  -4.066  -0.662
H  1.534  0.094  -4.536  0.285
H  0.704  1.164  -3.874  0.262
O  0.838  0.212  -3.904  -0.610
H  0.829  0.522  3.687  0.417
H  -0.027  0.732  4.895  0.299
O  0.886  0.539  4.636  -0.687
H  -0.937  -1.229  0.283  0.283
H  0.067  -0.884  -0.938  0.065
O  -0.789  -0.715  -0.533  -0.120
H  -3.382  0.690  -2.207  0.317
H  -2.425  0.775  -1.016  0.301
O  -2.831  1.317  -1.710  -0.757
H  -3.988  1.554  -0.439  0.331
H  -5.355  1.395  0.235  0.270
O  -4.864  1.076  -0.512  -0.576
H  -4.152  2.438  2.065  0.254
H  -3.198  1.171  2.601  0.425
O  -3.934  1.773  2.710  -0.661

---

Record 5
This record from the Open Molecules 2025 dataset describes one molecule with the formula C2H3OP in a non-equilibrium geometry. The level of theory is the ωB97M-V functional and the def2-TZVPD basis.

Values from the calculation:
**Kohn-Sham gap**: 9.3 eV
**Energy relative to the best compared isomer or geometry (same formula, charge and spin)**: 308.28 kJ/mol
**HOMO energy**: -9.695 eV
**Net charge**: 0

Last column: Mulliken charge in e.
Atoms and positions in Å:
H  -1.159  -0.781  1.714  0.084
P  -0.343  -1.347  0.755  -0.127
C  -0.462  0.097  0.042  -0.359
C  -1.363  0.981  1.018  0.150
O  -2.295  0.317  1.597  -0.457
H  -0.290  0.245  -0.909  0.473
H  -0.826  2.079  1.303  0.236

---

Record 6
This record from the Open Molecules 2025 dataset describes one molecule with the formula C21H27N3O4S in a non-equilibrium geometry. The level of theory is the ωB97M-V functional and the def2-TZVPD basis.

Values from the calculation:
**Kohn-Sham gap**: 9.6 eV
**Energy relative to the best compared isomer or geometry (same formula, charge and spin)**: 184.43 kJ/mol
**HOMO energy**: -9.075 eV
**Net charge**: 0

Last column: Mulliken charge in e.
Atoms and positions in Å:
C  -6.796  -0.047  1.221  -1.442
C  -5.624  -0.787  0.595  -0.353
O  -4.548  0.129  0.496  -0.415
C  -3.382  -0.266  -0.061  0.872
C  -3.128  -1.552  -0.531  -0.838
C  -1.899  -1.856  -1.092  -0.571
C  -0.929  -0.879  -1.172  -0.867
S  0.645  -1.251  -1.914  1.541
O  0.560  -2.489  -2.639  -0.777
O  1.140  -0.092  -2.597  -0.629
N  1.656  -1.455  -0.560  0.383
C  1.277  -2.572  0.282  -0.704
C  2.107  -2.545  1.565  -0.679
C  3.597  -2.587  1.239  -1.260
C  3.991  -1.500  0.227  0.823
C  4.055  -0.111  0.865  0.096
O  5.106  0.387  1.214  -0.715
N  2.859  0.492  1.019  -0.035
C  2.735  1.894  1.355  -1.246
C  2.024  2.614  0.245  0.555
C  2.496  2.545  -1.063  0.154
C  1.772  3.149  -2.075  -0.681
C  0.591  3.796  -1.741  -0.289
N  0.135  3.876  -0.503  -0.683
C  0.836  3.301  0.460  -0.388
C  3.047  -1.551  -0.977  -1.618
C  -1.170  0.405  -0.713  0.713
C  -2.391  0.735  -0.159  0.587
C  -2.697  2.114  0.327  -1.626
H  -7.077  0.798  0.599  0.331
H  -7.646  -0.717  1.318  0.424
H  -6.519  0.323  2.204  0.327
H  -5.335  -1.641  1.222  0.375
H  -5.897  -1.156  -0.402  0.394
H  -3.882  -2.321  -0.473  0.387
H  -1.688  -2.838  -1.483  0.522
H  1.429  -3.521  -0.253  0.315
H  0.213  -2.470  0.508  0.453
H  1.874  -1.639  2.126  0.279
H  1.839  -3.405  2.181  0.437
H  3.838  -3.561  0.805  0.468
H  4.186  -2.468  2.150  0.393
H  5.008  -1.708  -0.122  0.406
H  2.062  0.051  0.571  0.140
H  3.751  2.278  1.494  0.549
H  2.184  2.008  2.296  0.384
H  3.415  2.020  -1.277  0.462
H  2.106  3.104  -3.098  0.399
H  -0.023  4.270  -2.495  0.369
H  0.420  3.389  1.457  0.373
H  3.207  -2.491  -1.527  0.539
H  3.230  -0.721  -1.662  0.482
H  -0.396  1.147  -0.823  -0.151
H  -2.794  2.113  1.412  0.306
H  -3.650  2.446  -0.080  0.406
H  -1.916  2.812  0.038  0.325

---

Across the entries above, E takes the values -6469.6127 -122006.6352 -108102.9580 -38018.5346 -13454.5637 -45711.3536 eV, respectively.